Entry a
A single C5H7NO molecule, computed with ωB97M-V/def2-TZVPD.

```
! RIJCOSX wB97M-V def2-TZVPD def2/J DEFGRID3
* xyz 0 1
C -0.57651 -0.95812 0.90411
C 0.44199 0.08443 1.28434
C 1.08859 0.75570 0.33740
C 0.86777 0.54354 -1.14573
N -0.46138 0.10496 -1.58954
C -1.56502 0.11624 -1.05415
O -2.71299 0.01377 -0.85383
H -0.28310 -1.92330 1.31934
H -1.51756 -0.71840 1.46859
H -0.48563 -1.04579 -0.39615
H 0.68262 0.29443 2.33207
H 1.85820 1.48076 0.59560
H 1.56890 -0.21319 -1.51505
H 1.09412 1.46496 -1.68699
*
```

- E_HOMO (Ha) = -0.3476
- lowest unoccupied orbital energy (eV) = 0.854
- SMILES = C/C=C\CN=C=O

Okay, here come the natural (NBO) numbers, in e, for every atom: atom 1 (C): -0.74, atom 2 (C): -0.16, atom 3 (C): -0.24, atom 4 (C): -0.26, atom 5 (N): -0.57, atom 6 (C): 0.88, atom 7 (O): -0.49, atom 8 (H): 0.23, atom 9 (H): 0.24, atom 10 (H): 0.26, atom 11 (H): 0.21, atom 12 (H): 0.21, atom 13 (H): 0.22, atom 14 (H): 0.22

=====

Entry b
A single C5H7NO molecule, computed with ωB97M-V/def2-TZVPD.

```
! RIJCOSX wB97M-V def2-TZVPD def2/J DEFGRID3
* xyz 0 1
C 0.10706 1.56250 -1.40572
C -0.96325 0.57877 -1.01873
N -1.11528 -0.00856 0.14817
C -0.03521 -0.67190 0.60685
C 0.02119 -1.21778 2.00313
C 0.90673 -0.90232 -0.35885
O 1.79158 -1.44172 -0.90238
H 0.82427 1.73853 -0.60282
H 0.65980 1.18676 -2.26372
H -0.34842 2.50655 -1.71306
H -1.89418 0.71696 -1.55540
H 0.47684 -0.50635 2.68811
H -1.00723 -1.38365 2.32676
H 0.57611 -2.15777 2.04766
*
```

- E_HOMO (Ha) = -0.2803
- lowest unoccupied orbital energy (eV) = 0.273
- SMILES = C/C=N\C(C)=C=O

Okay, here come the natural (NBO) numbers, in e, for every atom: atom 1 (C): -0.69, atom 2 (C): 0.04, atom 3 (N): -0.37, atom 4 (C): -0.14, atom 5 (C): -0.61, atom 6 (C): 0.68, atom 7 (O): -0.44, atom 8 (H): 0.23, atom 9 (H): 0.22, atom 10 (H): 0.23, atom 11 (H): 0.17, atom 12 (H): 0.22, atom 13 (H): 0.24, atom 14 (H): 0.22

=====

It is entry a that is most stable; the runner-up trails by 0.156 eV.

=====

Entry a
A single C4H7NO molecule, computed with ωB97M-V/def2-TZVPD.

```
! RIJCOSX wB97M-V def2-TZVPD def2/J DEFGRID3
* xyz 0 1
C -0.97816 -0.05103 0.00435
C -1.09452 1.32195 -0.07538
C -2.25967 -0.62851 0.05712
C 0.52433 -0.49167 0.30026
N 2.88508 -0.26585 0.06861
O 1.53653 0.32493 0.00897
H -0.27903 1.93733 0.22851
H -1.93724 1.76809 -0.37112
H -3.16996 0.03205 0.17100
H -2.43271 -1.76113 0.02881
H 0.70202 -1.49616 0.44519
H 3.38402 0.45356 -0.46579
H 3.11930 -1.14356 -0.40053
*
```

- E_HOMO (alpha / beta) (Ha) = -0.2727 / -0.2507
- lowest unoccupied orbital energy (alpha / beta) (eV) = 0.402 / -0.026

Okay, here come the natural (NBO) numbers, in e, for every atom: atom 1 (C): -0.15, atom 2 (C): -0.31, atom 3 (C): -0.38, atom 4 (C): 0.10, atom 5 (N): -0.52, atom 6 (O): -0.35, atom 7 (H): 0.18, atom 8 (H): 0.17, atom 9 (H): 0.20, atom 10 (H): 0.19, atom 11 (H): 0.15, atom 12 (H): 0.35, atom 13 (H): 0.35

=====

Entry b
A single C4H7NO molecule, computed with ωB97M-V/def2-TZVPD.

```
! RIJCOSX wB97M-V def2-TZVPD def2/J DEFGRID3
* xyz 0 1
N 1.81637 -0.56791 -0.24269
C 0.91569 0.56377 -0.04879
O 1.18283 1.58168 -0.64605
C -0.23202 -0.00001 0.61465
C -1.23214 -0.33815 -0.56912
C -1.59774 0.55436 0.54557
H 2.11732 -1.25891 0.43358
H 2.54576 -0.32214 -0.90173
H -0.06265 -0.82668 1.31751
H -0.98233 0.15851 -1.50539
H -0.53516 -1.46556 -0.69847
H -2.26418 0.18974 1.30857
H -1.67754 1.59145 0.23244
*
```

- E_HOMO (Ha) = -0.3380
- lowest unoccupied orbital energy (eV) = 0.865
- SMILES = NC(=O)C1CC1

Okay, here come the natural (NBO) numbers, in e, for every atom: atom 1 (N): -0.90, atom 2 (C): 0.68, atom 3 (O): -0.59, atom 4 (C): -0.32, atom 5 (C): -0.43, atom 6 (C): -0.40, atom 7 (H): 0.39, atom 8 (H): 0.39, atom 9 (H): 0.22, atom 10 (H): 0.22, atom 11 (H): 0.28, atom 12 (H): 0.23, atom 13 (H): 0.25

=====

Entry c
A single C4H7NO molecule, computed with ωB97M-V/def2-TZVPD.

```
! RIJCOSX wB97M-V def2-TZVPD def2/J DEFGRID3
* xyz 0 1
O -1.92058 -1.11471 -0.16924
C -0.53223 -0.52756 -0.64966
C -0.58902 0.95412 -0.33858
C 0.86153 0.89886 0.12593
N 0.85653 0.09257 1.33685
C 0.89949 -0.59896 0.02046
H -1.69687 -1.82690 0.42154
H -0.97082 -0.99305 -1.52591
H -1.28425 1.02627 0.50203
H -0.86994 1.62149 -1.15041
H 1.66688 1.58572 -0.11441
H 1.80022 0.10175 1.73218
H 1.77907 -1.21961 -0.19080
*
```

- E_HOMO (Ha) = -0.3442
- lowest unoccupied orbital energy (eV) = 0.990
- SMILES = O[C@H]1C[C@H]2N[C@@H]12

Okay, here come the natural (NBO) numbers, in e, for every atom: atom 1 (O): -0.77, atom 2 (C): 0.04, atom 3 (C): -0.45, atom 4 (C): -0.08, atom 5 (N): -0.59, atom 6 (C): -0.13, atom 7 (H): 0.46, atom 8 (H): 0.27, atom 9 (H): 0.24, atom 10 (H): 0.22, atom 11 (H): 0.21, atom 12 (H): 0.36, atom 13 (H): 0.22

=====

Entry d
A single C4H7NO molecule, computed with ωB97M-V/def2-TZVPD.

```
! RIJCOSX wB97M-V def2-TZVPD def2/J DEFGRID3
* xyz 0 1
C -1.17564 -0.49353 -0.84992
C 0.02547 0.00453 -0.07748
C 0.24417 1.48742 -0.12170
O 1.29546 2.00017 -0.42797
C 0.49758 -0.64379 1.17479
N 1.21260 -0.82859 -0.08260
H -1.09842 -0.18755 -1.89906
H -1.20357 -1.58592 -0.82159
H -2.11581 -0.10460 -0.44262
H -0.62593 2.10918 0.16945
H 0.93728 -0.00878 1.94343
H -0.03026 -1.51837 1.55067
H 2.03706 -0.23018 -0.11541
*
```

- E_HOMO (Ha) = -0.3656
- lowest unoccupied orbital energy (eV) = 0.959
- SMILES = C[C@@]1(C=O)CN1

Okay, here come the natural (NBO) numbers, in e, for every atom: atom 1 (C): -0.61, atom 2 (C): -0.05, atom 3 (C): 0.44, atom 4 (O): -0.52, atom 5 (C): -0.24, atom 6 (N): -0.57, atom 7 (H): 0.22, atom 8 (H): 0.23, atom 9 (H): 0.21, atom 10 (H): 0.12, atom 11 (H): 0.20, atom 12 (H): 0.20, atom 13 (H): 0.37

=====

It is entry d that is most stable; the runner-up trails by 1.755 eV.

=====

Entry a
A single C4H7NO molecule, computed with ωB97M-V/def2-TZVPD.

```
! RIJCOSX wB97M-V def2-TZVPD def2/J DEFGRID3
* xyz 0 1
C 0.68963 1.54566 0.26896
N 1.42959 0.29671 0.13071
C 0.01521 0.32418 -0.22444
C -0.85705 -2.32419 -0.96727
O -1.46870 -1.65151 -0.04182
C -0.91644 -0.47774 0.64266
H 0.54130 1.89399 1.28824
H 0.85305 2.33425 -0.46417
H 2.02846 0.30387 -0.68917
H 0.13761 -1.82219 -1.13986
H -0.25468 0.33140 -1.27973
H -0.39697 -0.84364 1.53286
H -1.80101 0.08921 0.94303
*
```

- E_HOMO (Ha) = -0.3106
- lowest unoccupied orbital energy (eV) = 0.835

Okay, here come the natural (NBO) numbers, in e, for every atom: atom 1 (C): -0.25, atom 2 (N): -0.58, atom 3 (C): -0.14, atom 4 (C): 0.13, atom 5 (O): -0.47, atom 6 (C): -0.10, atom 7 (H): 0.20, atom 8 (H): 0.20, atom 9 (H): 0.36, atom 10 (H): 0.04, atom 11 (H): 0.21, atom 12 (H): 0.21, atom 13 (H): 0.20

=====

Entry b
2 unconnected molecules or ions with the total composition C4H7NO, computed with ωB97M-V/def2-TZVPD.

```
! RIJCOSX wB97M-V def2-TZVPD def2/J DEFGRID3
* xyz 0 1
C -1.13539 -0.49267 0.01865
C 0.45610 1.42639 0.12628
C -0.43772 0.70998 -0.53853
O -2.49861 -0.55924 -0.33811
N 2.45333 -1.30059 0.34084
C 1.94125 -1.09528 -0.68605
H -2.93109 0.28931 -0.12699
H 2.88223 -1.45881 1.22223
H -0.69048 -1.39823 -0.39859
H -1.02791 -0.52257 1.11531
H 0.73316 1.17831 1.13209
H 0.97746 2.25555 -0.31722
H -0.72232 0.96785 -1.54992
*
```

- E_HOMO (Ha) = -0.3522
- lowest unoccupied orbital energy (eV) = 1.002

Okay, here come the natural (NBO) numbers, in e, for every atom: atom 1 (C): -0.11, atom 2 (C): -0.39, atom 3 (C): -0.19, atom 4 (O): -0.71, atom 5 (N): -0.75, atom 6 (C): 0.30, atom 7 (H): 0.46, atom 8 (H): 0.44, atom 9 (H): 0.20, atom 10 (H): 0.16, atom 11 (H): 0.18, atom 12 (H): 0.20, atom 13 (H): 0.20

=====

Entry c
A single C4H7NO molecule, computed with ωB97M-V/def2-TZVPD.

```
! RIJCOSX wB97M-V def2-TZVPD def2/J DEFGRID3
* xyz 0 1
C -1.55102 1.43121 0.17428
C -0.79114 0.11307 -0.09741
O -1.40468 -0.87013 -0.46962
C 0.71969 0.09026 0.01105
C 1.60208 -1.25206 0.41300
N 1.36437 -1.00323 -0.93943
H -2.13794 1.70299 -0.71336
H -0.95056 2.30547 0.45804
H -2.26217 1.24214 0.98654
H 1.08430 1.11090 -0.23774
H 1.08199 -2.09007 0.90399
H 2.64844 -1.17471 0.74881
H 0.59664 -1.60586 -1.23815
*
```

- E_HOMO (Ha) = -0.3560
- lowest unoccupied orbital energy (eV) = 0.940
- SMILES = CC(=O)[C@H]1CN1

Okay, here come the natural (NBO) numbers, in e, for every atom: atom 1 (C): -0.72, atom 2 (C): 0.56, atom 3 (O): -0.57, atom 4 (C): -0.25, atom 5 (C): -0.17, atom 6 (N): -0.56, atom 7 (H): 0.24, atom 8 (H): 0.22, atom 9 (H): 0.24, atom 10 (H): 0.22, atom 11 (H): 0.20, atom 12 (H): 0.20, atom 13 (H): 0.37

=====

It is entry c that is most stable; the runner-up trails by 0.604 eV.